Molecular formula: C2H6BClO2
Method: DFT, wB97M-V/def2-TZVPD

Geometry as XYZ:
```
12
Properties=species:S:1:pos:R:3
C 0.57 1.87 -0.34
C 1.15 0.67 -0.32
B 0.62 -0.81 -0.10
O -0.69 -1.02 -0.44
O 1.30 -1.53 0.80
H 0.96 2.76 -0.73
H -0.50 2.10 -0.24
H 2.22 0.80 -0.46
H -1.14 -1.80 0.10
H 0.86 -2.31 1.28
Cl -3.25 -0.55 0.51
H -2.11 -0.19 -0.08
```

Properties
- HOMO-LUMO gap: 10.21 eV
- Net charge: 0
- SMILES: C=CB(O)O.Cl
- E_tot: -19466.4092 eV
- Energy relative to the best compared isomer or geometry (same formula, charge and spin): 26.8 kcal/mol
- LUMO level: 0.10 eV

***

Molecular formula: C5H12N4
Method: DFT, wB97M-V/def2-TZVPD

Geometry as XYZ:
```
21
Properties=species:S:1:pos:R:3
H 0.26 -1.51 -3.59
N -0.10 -1.27 -2.67
C 0.77 -1.28 -1.75
N 0.36 -1.21 -0.43
C 1.11 -1.80 0.67
N -1.01 -0.93 -0.22
H 1.81 -1.63 -1.84
H 1.58 -2.72 0.35
H 0.48 -1.96 1.54
H 1.91 -1.11 0.95
H -1.62 -1.74 -0.37
H -1.34 -0.37 -1.02
C -1.30 2.05 1.51
C -0.37 2.00 0.29
C 1.03 1.36 0.63
N 2.08 1.50 1.09
H -1.43 1.05 1.94
H -2.30 2.40 1.23
H -0.92 2.69 2.30
H -0.17 3.02 -0.06
H -0.82 1.46 -0.55
```

Properties
- HOMO-LUMO gap: 9.45 eV
- Net charge: 0
- SMILES: [H]/N=C/N(C)N.CCC#N
- E_tot: -11337.7909 eV
- Energy relative to the best compared isomer or geometry (same formula, charge and spin): 56.0 kcal/mol
- LUMO level: 0.92 eV

***

Molecular formula: C5H10LiOS
Method: DFT, wB97M-V/def2-TZVPD

Geometry as XYZ:
```
18
Properties=species:S:1:pos:R:3
Li -0.71 0.13 -0.13
C -2.34 0.70 0.92
H -2.41 1.49 1.68
H -3.36 0.29 0.84
O 2.25 -0.98 -1.25
S 0.76 -0.94 -1.70
C 1.65 -1.82 -4.58
C 1.97 -0.37 -4.60
C 0.79 0.52 -4.18
C 0.61 0.61 -2.67
H 0.73 -2.18 -5.04
H 2.33 -2.53 -4.15
H 2.26 -0.07 -5.63
H 2.83 -0.17 -3.96
H -0.13 0.13 -4.64
H 0.93 1.53 -4.58
H -0.37 1.07 -2.44
H 1.38 1.25 -2.23
```

Properties
- HOMO-LUMO gap (alpha / beta): 5.90 / 6.23 eV
- Net charge: -1
- E_tot: -18431.2585 eV
- LUMO level (alpha / beta): 3.10 / 3.27 eV

***

Molecular formula: C14H17EuN2O8PS5
Method: DFT, wB97M-V/def2-TZVPD

Geometry as XYZ:
```
48
Properties=species:S:1:pos:R:3
Eu -0.10 -0.61 0.05
O 1.13 2.53 -1.90
C 0.34 1.78 -1.37
O 0.11 0.54 -1.72
C -0.53 2.25 -0.15
O -0.63 3.42 0.11
O -1.07 1.23 0.48
O -3.08 -7.14 0.37
C -2.56 -6.07 0.13
S -0.83 -5.76 0.21
C -0.88 -4.04 -0.14
C -2.09 -3.49 -0.31
S -2.48 -1.82 -0.67
S -3.47 -4.59 -0.17
S 0.68 -3.22 -0.24
C 2.27 0.85 -4.78
C 2.70 -0.13 -3.74
C 2.93 -1.45 -3.96
C 3.26 -2.25 -2.84
N 3.30 -1.77 -1.61
C 3.01 -0.48 -1.40
S 2.82 0.17 0.17
N 2.82 0.33 -2.47
C 3.50 -3.72 -2.98
H 2.22 0.38 -5.76
H 2.97 1.69 -4.82
H 1.29 1.26 -4.51
H 2.84 -1.87 -4.95
H 2.43 1.25 -2.26
H 3.54 -4.04 -4.02
H 2.68 -4.23 -2.46
H 4.43 -3.98 -2.46
C 0.44 0.74 5.39
O -0.37 -0.09 4.55
P -0.36 0.31 2.95
O 0.90 -0.59 2.38
C 1.17 -1.90 2.94
O -1.46 -0.79 2.44
C -2.86 -0.52 2.61
H 0.14 0.55 6.42
H 0.30 1.80 5.17
H 1.50 0.49 5.28
H 2.17 -2.17 2.61
H 0.47 -2.63 2.57
H 1.12 -1.85 4.03
H -3.38 -1.38 2.22
H -3.14 0.36 2.03
H -3.08 -0.38 3.67
```

Properties
- HOMO-LUMO gap (alpha / beta): 2.88 / 6.27 eV
- Net charge: -1
- Multiplicity: 7
- ⟨S²⟩: 12.07
- E_tot: -116950.6832 eV
- Energy relative to the best compared isomer or geometry (same formula, charge and spin): 116.7 kcal/mol
- LUMO level (alpha / beta): 1.97 / 0.90 eV

***

Molecular formula: C25H54F6N2O20S8Zr
Method: DFT, wB97M-V/def2-TZVPD

Geometry as XYZ:
```
116
Properties=species:S:1:pos:R:3
Zr 1.00 2.57 0.10
S -0.75 4.09 1.79
O -1.81 3.42 2.46
O 0.48 3.35 1.99
O -0.67 3.73 0.40
O -0.62 5.49 2.01
O -0.80 -0.28 -2.38
C -0.28 0.59 -1.55
O 0.94 0.95 -1.45
O -0.84 1.30 -0.76
H -0.05 -0.37 -2.97
C 3.33 3.44 3.64
F 4.19 3.80 4.54
F 2.71 2.35 4.09
F 2.39 4.34 3.64
S 4.03 3.17 1.85
O 4.12 4.47 1.12
O 5.35 2.79 2.10
N 2.80 2.00 1.09
S 3.70 0.65 1.01
O 2.92 -0.26 0.24
O 5.07 0.80 0.56
C 3.93 -0.03 2.86
F 4.75 0.74 3.56
F 2.77 -0.25 3.47
F 4.54 -1.23 2.85
C -1.13 -3.16 -0.49
C -0.25 -3.92 0.55
C 1.10 -3.02 0.59
C 1.92 -3.21 1.92
C 1.08 -3.25 3.18
C -0.19 -4.13 3.13
N -0.94 -3.89 1.86
O -2.27 -4.35 1.81
C 0.04 -5.57 3.32
C -1.01 -3.52 4.28
C 0.07 -5.30 0.06
H -0.65 -3.21 -1.47
H -1.27 -2.09 -0.31
H -2.08 -3.68 -0.59
H 1.70 -3.28 -0.28
H 0.93 -1.96 0.46
H 2.56 -2.32 1.88
H 2.45 -4.16 1.91
H 0.75 -2.22 3.30
H 1.80 -3.55 3.94
H -0.86 -6.11 3.04
H 0.91 -5.93 2.77
H 0.32 -5.74 4.37
H -1.18 -2.46 4.10
H -2.03 -3.91 4.30
H -0.57 -3.55 5.27
H -0.85 -5.89 0.09
H 0.79 -5.83 0.68
H 0.51 -5.34 -0.93
H -2.76 -3.57 1.55
C 4.83 4.21 -2.38
S 4.01 2.52 -2.30
O 2.87 2.71 -1.29
C 3.28 2.61 -4.03
H 5.38 4.43 -1.46
H 4.10 4.99 -2.59
H 5.59 4.11 -3.16
H 2.88 3.62 -4.04
H 2.45 1.93 -4.26
H 4.13 2.38 -4.67
C -1.82 -0.40 2.34
S -0.03 0.05 2.61
O 0.47 0.98 1.49
C -0.38 0.98 4.22
H -2.36 -0.35 3.29
H -1.95 -1.37 1.86
H -2.37 0.33 1.75
H 0.52 1.47 4.59
H -0.59 0.34 5.07
H -1.21 1.69 4.14
C -1.09 5.48 -2.85
S 0.01 4.01 -3.26
O 0.59 3.50 -1.91
C -1.39 2.83 -3.69
H -1.74 5.13 -2.04
H -1.74 5.78 -3.67
H -0.58 6.37 -2.48
H -2.06 3.19 -4.48
H -2.07 2.59 -2.88
H -0.96 1.91 -4.07
C -3.49 -1.40 -2.17
S -5.14 -0.92 -2.82
O -5.47 -1.93 -3.90
C -6.07 -1.41 -1.34
H -3.50 -2.48 -2.03
H -3.30 -0.91 -1.22
H -2.85 -1.21 -3.03
H -5.65 -0.68 -0.65
H -5.81 -2.44 -1.08
H -7.14 -1.24 -1.33
C 3.58 -1.37 -4.76
S 2.30 -1.57 -3.43
O 0.96 -1.02 -4.03
C 2.32 -3.44 -3.51
H 3.82 -0.35 -5.03
H 3.16 -1.77 -5.68
H 4.43 -2.01 -4.51
H 1.61 -3.73 -2.74
H 3.29 -3.83 -3.20
H 1.85 -3.75 -4.44
C -4.70 2.02 0.82
C -4.35 2.27 -0.64
O -5.11 3.40 -1.03
C -6.07 3.66 -0.09
O -6.90 4.53 -0.15
O -5.90 2.82 0.92
H -3.88 2.37 1.46
H -4.97 1.04 1.18
H -4.56 1.38 -1.23
H -3.30 2.51 -0.76
```

Properties
- HOMO-LUMO gap: 8.22 eV
- Net charge: 0
- E_tot: -174992.3294 eV
- Energy relative to the best compared isomer or geometry (same formula, charge and spin): 60.4 kcal/mol
- LUMO level: -0.26 eV